{"formula": "C19H39CoN5OP", "method": "ωB97M-V with the def2-TZVPD basis set", "elements": ["H", "H", "H", "C", "C", "P", "H", "C", "H", "H", "C", "H", "H", "C", "H", "C", "O", "H", "C", "C", "C", "N", "C", "H", "N", "N", "H", "H", "H", "C", "H", "H", "H", "H", "H", "C", "H", "H", "H", "H", "N", "C", "C", "H", "H", "C", "H", "H", "H", "H", "N", "H", "H", "H", "H", "H", "Co", "H", "H", "C", "H", "C", "H", "C", "C", "H"], "coordinates": [[-2.590, -3.167, 3.313], [-2.586, -1.558, -4.133], [-3.288, 2.354, 1.289], [-3.223, -1.098, -3.375], [-1.099, 0.870, 3.055], [1.945, -0.087, -0.807], [0.393, -0.712, 5.099], [-2.230, 0.260, -1.642], [4.137, -0.734, 1.824], [0.920, -1.846, 3.852], [1.231, 2.497, -0.630], [5.316, 0.143, -0.864], [-4.360, 1.607, 2.471], [-0.458, 2.121, 3.579], [2.892, 2.586, -2.701], [-1.618, -2.862, 2.922], [0.853, -0.456, 0.140], [-1.655, 0.868, -4.608], [3.718, -1.137, 0.899], [2.152, 1.785, -2.791], [-2.682, -0.600, 2.266], [-1.905, 0.430, -0.544], [0.610, -0.819, 4.034], [-3.101, 2.727, 3.001], [-2.606, 0.128, -2.882], [1.632, 1.389, -1.491], [-3.302, 1.466, -4.338], [-3.759, -2.090, 1.169], [0.626, 2.022, 3.639], [-1.593, -1.371, 2.751], [2.077, 3.144, -0.376], [4.213, 1.494, -1.181], [4.131, -1.357, -2.029], [0.784, -2.584, -2.961], [0.475, 3.101, -1.135], [3.280, -1.637, -2.646], [-4.190, -0.867, -3.823], [0.799, 2.107, 0.290], [3.419, -1.210, -3.646], [-1.968, 2.073, -3.342], [3.386, -0.041, -0.008], [-2.390, 0.786, 2.483], [-2.366, 1.198, -3.848], [-0.033, -1.212, -2.194], [2.622, 0.938, -3.288], [4.521, 0.763, -0.437], [-4.461, -0.468, 1.076], [2.817, -1.697, 1.137], [-1.460, -3.398, 1.984], [1.446, -0.160, 3.797], [2.041, -1.192, -2.033], [1.341, 2.150, -3.427], [-4.636, -1.431, 2.546], [-0.687, 2.982, 2.953], [-0.853, -3.189, 3.623], [4.454, -1.815, 0.456], [-0.898, -0.087, 1.078], [-0.824, 2.334, 4.588], [3.272, -2.725, -2.742], [-0.611, -0.463, 3.249], [-3.369, -1.802, -2.560], [-3.335, 1.932, 2.295], [4.937, 1.296, 0.420], [-3.954, -1.177, 1.731], [0.835, -1.508, -2.780], [0.812, -0.994, -3.749]], "spin_multiplicity": 2, "homo_ev": [-9.9, -10.5], "homo_lumo_gap_ev": [7.476, 8.640], "s_squared": 1.057, "charge": 1}

***

{"formula": "C19H39N5O7S", "method": "ωB97M-V with the def2-TZVPD basis set", "elements": ["C", "H", "N", "H", "H", "N", "C", "H", "C", "H", "H", "C", "O", "H", "C", "C", "H", "H", "O", "N", "O", "H", "C", "C", "H", "H", "H", "C", "H", "H", "H", "C", "H", "H", "H", "H", "C", "O", "H", "O", "H", "H", "S", "H", "H", "C", "H", "C", "H", "H", "H", "H", "C", "C", "O", "H", "H", "H", "H", "H", "H", "H", "C", "C", "H", "N", "N", "C", "C", "O", "H"], "coordinates": [[-0.473, 1.129, 0.565], [2.074, -7.630, -4.076], [-0.277, 2.181, -3.333], [-0.754, 0.005, 2.997], [5.747, -2.051, 1.472], [-2.116, 6.762, 1.328], [1.502, -5.394, -1.820], [-3.576, 8.237, 1.620], [-1.691, -1.651, -1.257], [-0.591, -5.874, -1.925], [1.144, 3.650, -2.814], [0.193, 3.002, -1.023], [-3.358, -3.962, -2.191], [1.027, 2.958, -0.325], [-2.837, 5.880, 0.590], [3.780, -1.004, 4.443], [4.180, -0.140, 1.245], [-4.848, 6.348, 1.198], [-1.245, -2.484, 0.933], [-2.465, -3.376, -2.631], [-1.521, -3.033, -1.610], [-1.921, 8.841, 1.481], [3.770, -0.166, 3.187], [0.539, -1.482, -0.247], [0.536, 0.811, 0.331], [1.595, 2.031, -2.391], [0.770, -2.403, -0.773], [-4.270, 6.236, 0.280], [4.794, -1.320, 4.689], [3.149, -1.886, 4.324], [-4.324, 7.164, -0.291], [-2.542, 8.036, 1.876], [-1.278, -1.031, -2.054], [-0.172, 4.024, -0.998], [0.902, -0.660, -0.857], [3.392, -0.403, 5.259], [0.259, -6.041, -1.263], [3.369, 0.987, 3.180], [-0.404, 1.692, 1.493], [-0.426, -2.793, 3.045], [0.468, -7.251, -3.442], [-3.276, 0.632, -0.613], [-3.157, 0.318, 0.684], [0.410, -7.114, -1.133], [-4.702, 5.434, -0.310], [-0.928, 2.078, -0.551], [1.080, -6.391, -4.859], [1.356, -6.827, -3.898], [-1.113, 2.740, -3.240], [1.137, -1.490, 0.664], [-2.295, -0.665, 2.660], [4.721, -2.662, 2.779], [-0.954, -1.378, 0.041], [-0.901, -2.070, 2.186], [-2.330, 4.839, 0.200], [-1.345, 1.486, -1.360], [-2.447, 8.028, 2.963], [0.044, 2.209, -4.287], [2.771, -5.345, -3.351], [-2.755, -1.462, -1.158], [-1.737, 2.688, -0.159], [0.041, -5.595, -0.298], [-1.273, -0.611, 2.275], [4.725, -2.099, 1.853], [4.106, -2.621, 1.121], [4.221, -0.750, 2.046], [1.938, -5.816, -3.037], [-1.365, -0.092, 0.818], [0.744, 2.708, -2.423], [2.104, -4.525, -1.212], [-1.170, 6.462, 1.501]], "homo_ev": -9.0, "homo_lumo_gap_ev": 9.087, "smiles": "C[C@@]1(CON=O)OC(=O)C[C@@]1(S)CCCCN.CNC(C)=O.CNC(C)=O.CNC(C)=O", "de_lowest_kcal_mol": 0.00, "charge": 0}

***

{"formula": "C19H40ClNO7", "method": "ωB97M-V with the def2-TZVPD basis set", "elements": ["H", "H", "H", "H", "H", "H", "H", "C", "H", "C", "H", "H", "H", "C", "C", "H", "O", "H", "H", "H", "C", "O", "H", "C", "O", "C", "H", "C", "C", "C", "H", "C", "H", "H", "H", "H", "H", "C", "H", "H", "C", "H", "H", "C", "C", "H", "H", "H", "C", "Cl", "N", "H", "H", "O", "C", "O", "H", "C", "H", "H", "C", "H", "H", "O", "H", "O", "H", "H"], "coordinates": [[3.014, -3.763, -0.597], [-1.739, 6.450, -0.967], [1.189, -2.316, 1.574], [-1.333, 0.392, -1.297], [1.559, 1.019, -0.450], [-1.516, -1.191, 0.591], [0.268, 2.639, -2.696], [0.936, 1.832, -0.831], [1.405, 2.775, -0.537], [2.225, -5.318, -2.276], [-5.833, 4.891, 1.305], [1.522, -0.580, 1.836], [1.473, -8.472, 1.603], [-4.462, 5.489, -0.280], [-4.897, 5.442, 1.186], [-0.570, -0.102, 1.622], [0.465, 0.582, -2.858], [-0.847, 4.572, 2.001], [-2.051, 8.005, -0.212], [4.653, -4.397, -0.804], [-0.383, 0.681, -3.978], [3.156, -5.711, -1.293], [-2.119, 1.046, 0.142], [-1.438, 4.875, 1.133], [0.474, -1.040, 0.097], [3.636, -4.658, -0.481], [2.476, -7.648, 2.810], [-2.284, 6.935, -0.149], [-4.588, 7.696, 0.553], [-3.798, 6.857, -0.439], [-0.800, 6.896, 1.382], [-0.709, -0.446, 0.590], [0.177, 0.901, -4.894], [-1.145, 1.456, -3.838], [-2.345, 4.264, 1.108], [4.185, -9.731, 2.040], [4.585, -8.136, 2.723], [0.907, 1.821, -2.342], [4.357, -5.915, 1.111], [1.492, -4.610, -1.874], [-1.745, 6.380, 1.175], [1.466, -6.422, 0.201], [-5.895, 7.144, 2.015], [1.690, -6.391, 1.268], [2.255, -7.712, 1.738], [2.719, -4.859, -3.140], [4.155, -4.209, 1.510], [0.746, -6.258, 1.803], [-1.161, 0.714, -0.267], [-5.999, 5.517, -1.283], [-5.053, 6.852, 1.539], [-4.152, 4.965, 1.829], [1.703, -6.214, -2.608], [-4.746, 8.890, 0.528], [4.419, -8.689, 1.792], [2.452, -5.249, 1.618], [-0.881, -0.281, -4.096], [1.431, -1.368, 1.081], [1.929, 2.019, -2.695], [-3.937, 4.625, -0.680], [3.702, -5.051, 0.980], [2.391, -1.476, 0.577], [-3.932, 7.216, -1.460], [-0.333, 1.861, -0.205], [5.336, -8.667, 1.205], [3.407, -8.097, 1.014], [-2.411, 6.631, 2.009], [-0.851, 4.646, 0.238]], "homo_ev": -9.2, "homo_lumo_gap_ev": 9.715, "smiles": "CCC[C@@H]1C(=O)NC[C@H]1Cl.COCCOCCOC.COCCOCCOC", "charge": 0}

***

Q: Which value of charge does entry 3 give?
A: 0

***

Q: Which formula does entry 2 have?
A: C19H39N5O7S